# C2H7ClSi

2 unconnected molecules or ions with the total composition C2H7ClSi in a non-equilibrium geometry (ωB97M-V/def2-TZVPD, OMol25).

Structure (XYZ):
```
11
C2H7ClSi, DFT ωB97M-V/def2-TZVPD
C 1.51 -0.25 -0.19
C -1.32 0.59 0.38
Si -0.05 -0.74 0.73
Cl 0.37 -0.42 2.73
H 2.31 -0.11 0.41
H 1.78 -1.02 -0.90
H 1.30 0.59 -0.79
H -1.88 0.79 1.24
H -0.84 1.51 0.01
H -2.07 0.31 -0.47
H -1.14 -2.40 1.02
```

calculated total energy	-22583.334	eV
E_LUMO (spin up / spin down)	0.037 / -0.116	hartree
relative energy (zero: lowest compared OMol25 entry of this formula, charge and spin)	0.0000	eV
HOMO level (spin up / spin down)	-5.97 / -10.60	eV
spin multiplicity	3
orbital gap (spin up / spin down)	6.973 / 7.446	eV

***

# C38H82N6O16

11 unconnected molecules or ions with the total composition C38H82N6O16 in a non-equilibrium geometry (ωB97M-V/def2-TZVPD, OMol25).

Structure (XYZ):
```
142
C38H82N6O16, DFT ωB97M-V/def2-TZVPD
C 2.80 -2.83 -2.27
C 2.64 -4.28 -2.66
O 3.80 -4.85 -3.26
C 4.14 -4.44 -4.48
C 5.14 -5.35 -5.15
O 3.58 -3.56 -5.08
H 2.78 -2.12 -3.09
H 3.75 -2.57 -1.79
H 2.13 -2.52 -1.45
H 2.42 -4.84 -1.75
H 1.79 -4.43 -3.33
H 4.89 -5.42 -6.20
H 5.04 -6.35 -4.72
H 6.17 -5.02 -5.05
C 2.16 -3.03 2.60
C 3.68 -3.18 2.51
O 4.35 -1.98 2.92
C 4.63 -1.04 2.05
C 5.47 0.07 2.66
O 4.33 -1.06 0.90
H 1.85 -2.64 3.56
H 1.75 -4.03 2.42
H 1.80 -2.46 1.74
H 3.98 -3.96 3.20
H 3.97 -3.55 1.53
H 5.13 0.17 3.69
H 5.27 0.98 2.10
H 6.51 -0.20 2.57
C -1.24 2.18 -4.07
C -2.40 1.80 -3.18
O -3.68 1.88 -3.81
C -3.99 1.05 -4.81
C -5.23 1.52 -5.51
O -3.33 0.12 -5.15
H -0.31 2.10 -3.50
H -1.32 3.24 -4.34
H -1.19 1.55 -4.95
H -2.24 0.79 -2.80
H -2.46 2.45 -2.31
H -5.31 2.60 -5.40
H -6.09 1.02 -5.05
H -5.20 1.31 -6.57
C -1.06 -1.63 3.48
C -1.30 -3.05 3.90
O -1.25 -3.14 5.32
C -1.75 -4.20 5.94
C -1.71 -4.13 7.43
O -2.24 -5.12 5.34
H -1.10 -1.56 2.38
H -0.11 -1.20 3.81
H -1.83 -0.91 3.78
H -2.29 -3.34 3.52
H -0.60 -3.78 3.49
H -2.74 -4.04 7.76
H -1.01 -3.36 7.73
H -1.35 -5.09 7.82
C -0.53 6.34 0.50
C -0.02 4.97 0.07
O 0.45 5.07 -1.29
C 1.08 4.01 -1.77
C 1.57 4.22 -3.19
O 1.42 3.07 -1.10
H 0.27 6.94 0.93
H -1.37 6.19 1.17
H -0.98 6.92 -0.31
H 0.81 4.67 0.71
H -0.79 4.21 0.15
H 2.24 3.42 -3.46
H 2.02 5.20 -3.26
H 0.66 4.17 -3.80
C -4.09 1.34 4.15
N -4.52 2.07 2.99
C -5.96 2.02 2.75
C -3.72 2.96 2.40
O -2.51 3.03 2.50
H -4.70 0.49 4.47
H -4.11 2.02 5.02
H -3.06 0.99 4.07
H -6.46 2.38 3.66
H -6.32 2.60 1.91
H -6.21 0.96 2.66
H -4.26 3.59 1.68
C 0.84 2.94 7.12
N 0.82 2.02 5.99
C -0.48 1.72 5.42
C 1.96 1.78 5.30
O 2.01 1.44 4.14
H 0.14 2.60 7.88
H 0.58 3.94 6.78
H 1.83 2.95 7.57
H -0.96 1.19 6.25
H -1.06 2.54 4.99
H -0.38 0.94 4.66
H 2.84 1.99 5.92
C 7.05 1.48 -2.67
N 5.69 1.97 -2.84
C 4.75 1.74 -1.76
C 5.30 2.39 -4.06
O 6.05 2.52 -5.00
H 7.73 1.76 -3.46
H 6.96 0.41 -2.50
H 7.41 1.85 -1.70
H 4.88 0.72 -1.39
H 4.88 2.48 -0.97
H 3.71 1.82 -2.09
H 4.24 2.65 -4.13
C 0.34 -1.94 -4.72
N -0.96 -2.56 -4.98
C -1.91 -2.53 -3.90
C -1.12 -3.25 -6.14
O -2.13 -3.86 -6.47
H 0.77 -1.63 -5.66
H 0.95 -2.67 -4.19
H 0.20 -1.09 -4.05
H -1.48 -2.87 -2.95
H -2.15 -1.48 -3.72
H -2.82 -3.02 -4.22
H -0.19 -3.32 -6.72
C 1.13 0.78 1.25
N 0.14 0.49 0.21
C 0.62 0.01 -1.06
C -1.14 0.71 0.54
O -2.12 0.59 -0.18
H 1.60 -0.13 1.64
H 0.65 1.25 2.10
H 1.91 1.41 0.83
H 0.94 -1.03 -0.97
H -0.12 0.17 -1.84
H 1.53 0.55 -1.33
H -1.25 0.99 1.60
C -4.21 -1.29 0.65
N -5.22 -1.03 -0.39
C -6.58 -0.80 0.08
C -4.81 -0.83 -1.67
O -5.54 -0.45 -2.57
H -3.66 -0.38 0.91
H -3.46 -1.95 0.22
H -4.74 -1.73 1.49
H -6.89 -1.75 0.54
H -6.59 0.08 0.73
H -7.28 -0.72 -0.74
H -3.74 -1.04 -1.82
```

calculated total energy	-82437.318	eV
E_LUMO	0.006	hartree
HOMO level	-8.49	eV
orbital gap	8.648	eV
structure (SMILES)	CCOC(C)=O.CCOC(C)=O.CCOC(C)=O.CCOC(C)=O.CCOC(C)=O.CN(C)C=O.CN(C)C=O.CN(C)C=O.CN(C)C=O.CN(C)C=O.CN(C)C=O

***

# C6H10N2

A molecular structure, C6H10N2 in a non-equilibrium geometry (ωB97M-V/def2-TZVPD, OMol25).

Structure (XYZ):
```
18
C6H10N2, DFT ωB97M-V/def2-TZVPD
C -0.29 -0.02 0.31
C 0.75 -0.77 -1.96
C 0.58 -1.08 2.39
C 0.68 -0.54 1.26
C 0.07 1.56 0.31
C -0.21 1.72 -1.23
H -2.41 0.11 0.82
H -1.90 -1.41 0.61
H 0.61 -0.36 -2.97
H 1.28 -1.79 -1.87
H 1.40 -1.41 2.92
H -0.64 -1.21 2.34
H 1.72 -0.08 1.01
H 1.04 1.78 0.62
H -1.30 1.81 -1.63
H 0.26 2.14 -2.11
N -1.74 -0.62 0.29
N 0.12 0.15 -1.09
```

calculated total energy	-9354.744	eV
E_LUMO	-0.001	hartree
relative energy (zero: lowest compared OMol25 entry of this formula, charge and spin)	9.6926	eV
HOMO level	-6.50	eV
orbital gap	6.459	eV

***

# C8H16NO3P

2 unconnected molecules or ions with the total composition C8H16NO3P in a non-equilibrium geometry (ωB97M-V/def2-TZVPD, OMol25).

Structure (XYZ):
```
29
C8H16NO3P, DFT ωB97M-V/def2-TZVPD
C -1.42 1.49 0.38
C -3.70 0.54 0.03
C -3.72 -0.13 -1.31
C 3.66 1.60 -0.43
C -1.31 -1.50 1.28
C 1.97 -1.74 -0.48
C 2.50 1.24 0.48
C -0.20 -0.52 1.21
N -2.62 1.38 0.16
O -4.57 0.50 0.82
O -0.17 -0.63 -1.53
O 1.30 0.94 -0.38
P 0.67 -0.48 -0.36
H -0.77 2.27 0.38
H -4.18 -1.11 -1.16
H -4.11 0.40 -2.08
H -2.59 -0.44 -1.61
H 3.64 2.61 -0.99
H 4.60 1.66 0.13
H 3.79 0.77 -1.11
H -2.23 -0.94 1.20
H -1.22 -2.36 0.43
H -1.34 -1.97 2.32
H 2.67 -1.77 0.34
H 1.74 -2.72 -0.68
H 2.52 -1.43 -1.34
H 2.18 1.95 1.30
H 2.81 0.28 1.08
H 0.11 0.11 1.95
```

calculated total energy	-25473.539	eV
E_LUMO (spin up / spin down)	-0.003 / -0.001	hartree
relative energy (zero: lowest compared OMol25 entry of this formula, charge and spin)	3.9368	eV
HOMO level (spin up / spin down)	-7.82 / -8.02	eV
orbital gap (spin up / spin down)	7.750 / 7.996	eV

***

# C7H10O2

C7H10O2 in the gas phase (ωB97M-V/def2-TZVPD, OMol25).

Structure (XYZ):
```
19
C7H10O2, DFT ωB97M-V/def2-TZVPD
C 1.63 1.30 0.81
C 0.49 0.39 1.02
C -0.94 0.39 1.16
C -1.76 -0.32 0.19
O 0.35 -0.47 1.95
H -1.36 1.05 1.92
H 2.56 0.73 0.75
H 1.50 1.89 -0.10
H 1.69 1.97 1.67
H -1.69 -1.40 0.28
H -2.82 -0.04 0.26
C -1.14 0.09 -1.22
C 0.40 -0.46 -1.17
C 0.82 -1.69 -0.86
O -1.77 -0.35 -2.24
H -1.00 1.21 -1.17
H 1.05 0.15 -1.79
H 1.74 -2.10 -1.25
H 0.24 -2.35 -0.22
```

calculated total energy	-11509.897	eV
E_LUMO (spin up / spin down)	-0.035 / -0.035	hartree
relative energy (zero: lowest compared OMol25 entry of this formula, charge and spin)	5.9596	eV
HOMO level (spin up / spin down)	-7.47 / -7.47	eV
orbital gap (spin up / spin down)	6.520 / 6.522	eV

***

# C18H21N3OS

C18H21N3OS in the gas phase (ωB97M-V/def2-TZVPD, OMol25).

Structure (XYZ):
```
44
C18H21N3OS, DFT ωB97M-V/def2-TZVPD
O 3.30 0.19 -1.27
C 2.98 0.86 -0.30
C 3.69 0.66 1.03
S 2.51 -0.13 2.19
C 2.03 -1.46 1.13
N 3.00 -2.09 0.50
C 2.65 -3.02 -0.36
C 1.31 -3.35 -0.58
C 0.38 -2.65 0.17
N 0.73 -1.70 1.03
N 1.99 1.77 -0.35
C 1.56 2.65 0.72
C 0.03 2.80 0.70
C -0.60 1.48 0.25
C -2.12 1.48 0.45
C -2.71 0.13 0.16
C -2.59 -0.89 1.10
C -3.10 -2.15 0.84
C -3.74 -2.41 -0.36
C -3.87 -1.39 -1.30
C -3.35 -0.14 -1.04
C -0.23 1.23 -1.22
C 1.15 1.83 -1.53
H 4.02 1.58 1.50
H 4.52 -0.02 0.88
H 3.46 -3.52 -0.87
H 1.02 -4.10 -1.29
H -0.69 -2.83 0.09
H 2.04 3.63 0.60
H 1.85 2.23 1.68
H -0.31 3.07 1.70
H -0.28 3.60 0.02
H -0.18 0.67 0.87
H -2.34 1.75 1.49
H -2.57 2.24 -0.19
H -2.08 -0.70 2.03
H -3.01 -2.93 1.58
H -4.15 -3.39 -0.57
H -4.37 -1.58 -2.24
H -3.46 0.65 -1.77
H -0.22 0.15 -1.41
H -0.97 1.68 -1.88
H 1.06 2.87 -1.84
H 1.65 1.27 -2.32
```

calculated total energy	-36360.559	eV
E_LUMO	0.024	hartree
relative energy (zero: lowest compared OMol25 entry of this formula, charge and spin)	1.0006	eV
HOMO level	-8.69	eV
orbital gap	9.358	eV
structure (SMILES)	O=C(CSc1ncccn1)N1CCC(Cc2ccccc2)CC1

***

# CH4N2O2S

2 unconnected molecules or ions with the total composition CH4N2O2S in a non-equilibrium geometry (ωB97M-V/def2-TZVPD, OMol25).

Structure (XYZ):
```
10
CH4N2O2S, DFT ωB97M-V/def2-TZVPD
C 0.35 0.81 0.37
N 0.41 1.00 -0.97
N -0.55 1.45 1.08
O 0.96 -1.74 -2.48
O -0.38 -3.65 -2.31
S 0.96 -3.19 -2.35
H -0.42 1.38 -1.54
H 0.99 0.35 -1.38
H -1.36 1.89 0.66
H -0.62 1.10 2.09
```

calculated total energy	-19010.210	eV
E_LUMO	-0.052	hartree
relative energy (zero: lowest compared OMol25 entry of this formula, charge and spin)	1.7141	eV
HOMO level	-7.79	eV
orbital gap	6.385	eV

***

# C17H26N4O2

C17H26N4O2 in the gas phase in a non-equilibrium geometry (ωB97M-V/def2-TZVPD, OMol25).

Structure (XYZ):
```
49
C17H26N4O2, DFT ωB97M-V/def2-TZVPD
C -3.86 1.98 -0.77
C -4.29 1.02 0.36
N -4.04 -0.39 -0.09
C -5.06 -1.12 -0.86
C -5.28 -2.54 -0.34
C -2.81 -0.98 0.19
C -2.37 -1.12 1.51
C -1.10 -1.67 1.74
C -0.27 -2.02 0.65
C 1.16 -2.39 0.85
N 1.92 -1.18 0.47
C 1.77 0.05 1.27
C 3.06 0.92 1.19
N 3.37 1.25 -0.23
C 4.14 2.45 -0.55
C 5.65 2.19 -0.72
N 6.40 3.34 -0.26
C 3.27 0.20 -1.17
O 3.68 0.42 -2.33
C 2.61 -1.08 -0.75
O 2.67 -2.08 -1.44
C -0.72 -1.80 -0.66
C -1.98 -1.30 -0.87
H -2.83 1.72 -1.06
H -3.93 3.04 -0.49
H -4.50 1.84 -1.66
H -3.68 1.25 1.23
H -5.32 1.21 0.63
H -4.71 -1.21 -1.89
H -6.01 -0.62 -0.90
H -4.38 -3.15 -0.56
H -5.37 -2.50 0.75
H -6.21 -2.98 -0.77
H -3.02 -0.85 2.35
H -0.73 -1.69 2.76
H 1.40 -3.28 0.22
H 1.37 -2.59 1.90
H 0.92 0.62 0.90
H 1.51 -0.16 2.31
H 3.93 0.44 1.69
H 2.88 1.85 1.75
H 4.00 3.16 0.27
H 3.74 2.95 -1.45
H 5.81 2.02 -1.77
H 5.96 1.28 -0.26
H 7.39 3.22 -0.48
H 6.26 3.47 0.75
H -0.03 -2.01 -1.50
H -2.36 -1.18 -1.89
```

calculated total energy	-28105.680	eV
E_LUMO	0.018	hartree
relative energy (zero: lowest compared OMol25 entry of this formula, charge and spin)	0.2243	eV
HOMO level	-7.74	eV
orbital gap	8.222	eV
structure (SMILES)	CCN(CC)c1ccc(CN2CCN(CCN)C(=O)C2=O)cc1

***

# HIS2

HIS2 in the gas phase in a non-equilibrium geometry (ωB97M-V/def2-TZVPD, OMol25).

Structure (XYZ):
```
4
HIS2, DFT ωB97M-V/def2-TZVPD
S 0.17 0.69 0.11
S -0.79 0.55 1.78
I 1.44 -1.57 -1.28
H -0.82 0.33 -0.60
```

calculated total energy	-29786.091	eV
E_LUMO (spin up / spin down)	-0.100 / -0.087	hartree
relative energy (zero: lowest compared OMol25 entry of this formula, charge and spin)	1.1765	eV
HOMO level (spin up / spin down)	-9.52 / -9.61	eV
orbital gap (spin up / spin down)	6.803 / 7.235	eV